(1)
Molecular formula: C32H32BrN2O2S2Tl
Method: DFT, the ωB97M-V functional and the def2-TZVPD basis

Structure (XYZ):
```
72
Properties=species:S:1:pos:R:3:forces:R:3
Tl -0.969 1.424 -0.005 -0.4 -1.1 -0.5
O -2.184 -0.714 4.138 -0.5 0.6 1.0
C -1.997 -1.969 4.142 0.2 -1.6 -0.9
C -2.244 -2.800 5.272 -0.3 1.8 1.0
C -2.257 -4.163 5.226 0.3 -0.8 -0.3
C -1.886 -4.808 4.047 -0.4 -0.7 -0.5
C -1.635 -4.048 2.886 0.5 -0.6 0.5
C -1.569 -2.672 2.926 -0.7 0.2 0.5
C -1.127 -1.846 1.747 -1.3 0.9 -0.6
O -0.871 -0.536 2.181 0.2 0.2 -0.2
N 0.054 -2.431 1.136 0.8 1.6 -0.6
N 0.797 -1.446 0.541 1.1 -1.8 0.1
C 2.029 -1.711 0.231 -0.9 -0.3 0.8
C 2.790 -0.757 -0.561 1.4 -0.5 -1.1
Br 2.514 1.109 -0.215 -0.1 -0.5 -0.4
C 3.719 -1.112 -1.518 -1.8 1.0 2.5
C 4.393 -2.367 -1.595 1.0 -1.8 0.4
C 4.697 -2.902 -2.860 -0.2 0.1 1.0
C 5.216 -4.191 -2.970 0.6 -0.1 -0.7
C 5.690 -4.900 -1.854 -0.5 1.1 0.7
C 5.502 -4.298 -0.567 0.8 -1.4 -0.6
C 4.865 -3.088 -0.430 -0.3 0.9 -0.9
H -1.575 -0.417 2.961 0.7 0.3 -0.2
H -2.432 -2.263 6.235 -0.1 -0.5 -0.9
H -2.604 -4.712 6.107 0.4 0.0 -0.2
H -1.802 -5.900 3.964 -0.4 0.4 0.2
H -1.480 -4.601 1.946 0.2 0.4 0.4
H -1.861 -1.720 0.910 0.1 -0.7 0.7
H 0.493 -3.161 1.686 0.5 0.2 0.0
H 2.507 -2.692 0.471 -0.5 0.7 -0.3
H 3.938 -0.403 -2.259 0.5 1.1 -0.8
H 4.547 -2.257 -3.731 -0.3 -0.6 0.2
H 5.264 -4.553 -4.016 0.4 -0.2 0.9
H 6.287 -5.811 -1.917 -0.5 0.1 -0.2
H 5.903 -4.830 0.333 -0.4 0.6 -0.9
H 4.862 -2.618 0.557 -0.4 -0.1 -0.4
C 0.809 5.314 2.429 -0.1 0.0 0.1
C 0.996 5.145 0.921 -0.9 -0.4 -0.8
C 1.976 6.172 0.331 -0.4 -0.6 -1.3
C -0.378 5.133 0.202 1.2 0.4 0.6
C -1.471 4.571 0.820 -1.7 -0.5 0.4
C -2.717 4.381 0.190 1.3 0.6 -0.7
C -2.837 4.729 -1.171 -0.2 -0.6 1.1
C -4.062 4.323 -1.941 1.6 -0.2 -1.3
C -1.747 5.336 -1.753 0.9 0.9 -1.9
C -0.542 5.600 -1.080 -1.1 -0.7 -0.5
H 1.750 5.642 2.855 0.3 -0.3 0.4
H 0.437 4.403 2.937 0.4 0.5 -0.3
H 0.098 6.119 2.645 -0.1 -0.1 -0.1
H 1.438 4.143 0.701 -0.2 0.5 0.3
H 1.545 7.192 0.302 0.4 -0.4 0.3
H 2.232 5.894 -0.740 -0.3 0.3 1.2
H 2.896 6.078 0.898 0.2 0.5 0.1
H -1.392 4.203 1.831 0.1 0.0 0.1
H -3.523 3.875 0.702 0.0 0.0 0.1
H -4.196 4.987 -2.793 -0.4 0.4 0.2
H -4.901 4.264 -1.298 -1.0 -0.1 0.3
H -3.874 3.363 -2.456 -0.2 0.0 0.7
H -1.752 5.595 -2.859 -0.3 -0.3 1.4
H 0.255 6.076 -1.607 0.4 0.2 -0.3
S -0.610 0.297 -2.687 1.2 1.8 0.5
C -1.573 -1.065 -2.774 -2.9 -3.2 0.4
C -1.266 -2.108 -3.719 0.3 1.8 0.3
C -2.058 -3.187 -4.017 -0.8 -0.5 0.6
C -3.221 -3.380 -3.245 0.5 0.4 0.1
C -3.543 -2.482 -2.227 1.3 0.6 -0.7
C -2.787 -1.315 -1.925 1.8 -1.0 -2.2
S -3.238 -0.355 -0.594 -0.2 1.2 0.8
H -0.345 -1.950 -4.276 -0.1 0.0 0.0
H -1.747 -3.883 -4.801 -0.2 0.1 0.3
H -3.828 -4.267 -3.321 -0.2 -0.2 -0.3
H -4.398 -2.678 -1.629 -0.7 -0.1 0.5
```
Positions in Å, forces in eV/Å.

The calculation puts the LUMO energy at 0.1491 Eh. For the electronic energy, the calculation gives -137184.068 eV. As for the orbital gap: 4.5 eV. Its net charge is -2. For the energy above the lowest of the compared OMol25 structures with the same formula, charge and spin, the calculation gives 27.6 kcal per mole.

And the Mulliken charges, in e, turn out to be: 0.341 -0.863 0.204 -0.697 -0.275 -0.774 0.026 0.075 0.630 -0.687 -0.286 0.311 -0.770 0.640 -0.233 -1.158 0.953 -0.524 -0.357 -0.510 -0.311 -0.512 0.435 0.267 0.322 0.288 0.407 -0.424 0.370 0.299 0.417 0.333 0.292 0.338 0.292 0.417 -1.488 1.776 -1.599 0.620 -0.582 -1.064 1.148 -1.459 -0.723 -0.438 0.438 0.279 0.374 -0.443 0.327 0.303 0.467 0.273 0.324 0.398 0.399 0.252 0.161 0.288 -0.457 0.164 -0.579 -0.492 -0.391 -0.731 0.400 -0.463 0.274 0.290 0.282 0.393

***

(2)
Molecular formula: C57H47F12NO4P2SiTa
Method: DFT, the ωB97M-V functional and the def2-TZVPD basis

Structure (XYZ):
```
125
Properties=species:S:1:pos:R:3:forces:R:3
Ta -0.365 -1.131 1.165 0.9 -0.3 2.0
C -4.017 -0.990 0.397 1.7 -1.8 0.4
Si -2.405 -0.050 -0.198 -1.2 0.9 0.6
C -2.314 -0.439 -2.033 0.9 -0.3 1.3
C -3.022 0.325 -2.952 -0.6 0.3 0.7
C -2.999 -0.018 -4.265 -0.6 0.5 -1.0
C -2.366 -1.203 -4.653 -3.0 0.8 -3.8
C -1.688 -1.927 -3.790 2.1 -2.1 2.6
C -1.558 -1.545 -2.422 -1.0 1.0 -2.0
P -0.555 -2.451 -1.288 0.7 -1.9 0.5
C 1.055 -2.806 -2.119 -0.7 -0.1 1.3
C 1.797 -3.912 -1.741 0.0 -1.3 -0.5
C 2.831 -4.378 -2.551 0.6 0.5 -0.3
C 3.194 -3.577 -3.659 -0.3 -0.8 0.0
C 2.458 -2.452 -4.029 1.4 -0.4 1.3
C 1.446 -2.060 -3.183 -0.7 0.6 -1.5
C -1.262 -4.192 -1.348 0.4 0.8 -0.4
C -2.376 -4.408 -0.572 -1.1 -0.9 -0.2
C -3.002 -5.665 -0.624 -0.4 1.2 0.6
C -2.585 -6.702 -1.427 0.3 0.3 0.6
C -1.480 -6.471 -2.245 -0.3 0.4 0.1
C -0.849 -5.228 -2.214 0.2 0.0 -0.8
C -2.869 1.860 -0.247 -0.6 -1.5 0.9
C -4.096 2.304 0.272 1.1 1.2 -1.4
C -4.634 3.563 -0.099 0.5 -2.8 1.4
C -3.881 4.396 -0.865 -0.9 1.1 -1.2
C -2.651 3.995 -1.336 0.1 -0.7 0.1
C -2.160 2.715 -1.048 0.5 1.8 -0.3
P -0.483 2.380 -1.586 0.3 -0.4 -1.2
C -0.530 2.374 -3.465 0.4 0.3 1.0
C -1.589 2.852 -4.223 -0.6 0.4 1.2
C -1.521 2.780 -5.582 -1.3 0.5 -2.4
C -0.438 2.268 -6.250 2.0 -0.6 0.2
C 0.698 1.884 -5.493 0.5 0.4 -0.6
C 0.633 1.931 -4.101 -0.1 -0.3 -0.1
C 0.441 3.887 -1.169 0.4 0.8 0.4
C 1.729 4.057 -1.687 0.0 -0.6 -0.7
C 2.518 5.138 -1.315 0.3 0.2 0.1
C 2.045 6.067 -0.376 0.7 0.0 -1.3
C 0.751 5.934 0.071 1.2 1.3 0.6
C 0.000 4.867 -0.273 -2.5 -1.4 0.2
H -4.905 -0.402 0.543 -0.3 0.2 0.2
H -3.830 -1.714 1.265 -0.3 1.5 -0.7
H -4.188 -1.725 -0.399 -0.3 0.3 -0.3
H -3.661 1.141 -2.579 0.5 -0.3 -0.4
H -3.510 0.639 -4.990 0.2 -0.7 0.3
H -2.695 -1.632 -5.672 1.2 0.8 1.5
H -1.212 -2.848 -4.099 0.0 -0.1 -0.1
H 1.499 -4.509 -0.895 -0.1 0.0 0.1
H 3.399 -5.324 -2.327 -0.7 1.2 -0.1
H 4.018 -3.886 -4.283 0.1 -0.1 -0.1
H 2.810 -1.825 -4.825 -0.2 0.1 -0.4
H 0.804 -1.264 -3.493 -0.1 0.8 -0.1
H -2.907 -3.635 0.002 0.6 -0.2 -0.2
H -3.882 -5.691 -0.003 -0.3 -0.7 0.0
H -3.123 -7.633 -1.333 0.1 -0.2 -0.4
H -1.163 -7.222 -2.955 0.1 0.0 0.0
H -0.090 -5.061 -2.997 -0.2 0.0 0.8
H -4.568 1.628 0.913 -1.2 -0.6 0.9
H -5.641 3.737 0.215 -0.4 0.6 0.1
H -4.401 5.289 -1.216 0.7 0.1 0.1
H -2.029 4.619 -1.942 0.0 0.5 -0.3
H -2.487 3.282 -3.740 0.7 -0.4 -0.3
H -2.305 3.167 -6.278 0.3 -0.3 1.1
H -0.426 2.195 -7.345 0.0 0.2 0.6
H 1.696 1.703 -5.969 -1.2 -0.2 0.3
H 1.484 1.608 -3.483 -0.3 0.1 -0.5
H 2.073 3.325 -2.447 0.0 0.7 0.6
H 3.492 5.280 -1.798 -0.3 -0.1 0.3
H 2.635 6.956 -0.133 -0.2 -0.4 0.0
H 0.380 6.736 0.681 -0.4 0.0 0.4
H -1.030 4.823 0.159 1.0 -0.1 -0.4
C 0.429 2.026 7.595 -0.3 0.3 1.9
C 0.638 1.537 6.232 0.0 0.4 -1.0
C 1.716 1.770 5.414 -0.3 0.7 -0.2
C 1.664 1.442 4.066 0.3 0.5 0.8
C 0.599 0.763 3.478 -0.8 -0.9 1.3
N 0.703 0.258 2.162 -0.7 -0.2 -0.6
C 1.989 0.517 1.647 1.6 0.5 -0.9
C 2.284 1.836 1.258 -0.2 -0.4 0.2
C 3.548 2.219 0.906 0.3 -1.8 0.3
C 4.577 1.276 0.809 1.4 0.8 -0.2
C 6.004 1.745 0.365 -1.0 0.5 -0.9
C 4.302 -0.051 1.085 -2.0 0.6 0.5
C 3.008 -0.448 1.544 0.3 -0.3 -1.2
C 2.631 -1.958 1.703 0.4 1.0 0.5
O 1.354 -2.212 1.276 -1.0 0.2 -0.7
C 2.710 -2.301 3.211 -0.6 -0.4 0.8
F 2.594 -3.646 3.304 0.6 0.4 0.7
F 1.651 -1.795 3.883 0.2 -0.1 -0.4
F 3.790 -1.835 3.876 -0.4 -0.8 -0.9
C 3.513 -2.981 0.903 0.0 -0.8 0.0
F 3.630 -2.630 -0.370 0.6 1.2 -0.2
F 2.938 -4.205 0.821 0.1 0.3 0.8
F 4.735 -3.172 1.419 -0.1 0.4 0.0
C -0.473 0.424 4.353 0.5 -0.1 0.4
C -0.436 0.894 5.658 -0.1 -1.1 0.3
C -1.643 -0.490 3.992 0.0 1.4 -0.4
O -1.456 -1.068 2.766 0.6 -0.5 -1.2
C -1.932 -1.619 5.039 1.9 1.1 -0.3
F -0.750 -2.141 5.419 -0.1 -0.4 -0.2
F -2.515 -1.180 6.124 -0.8 0.3 0.7
F -2.660 -2.563 4.498 -0.6 -1.1 -0.4
C -2.880 0.421 3.821 -1.6 -1.8 0.5
F -4.022 -0.352 3.601 1.1 0.6 0.0
F -3.146 1.130 4.894 0.0 0.6 0.4
F -2.736 1.209 2.785 0.1 0.6 -0.6
H -0.674 2.085 7.723 0.8 0.4 0.3
H 0.912 2.981 7.886 -0.3 -0.4 -0.6
H 0.780 1.305 8.344 0.0 0.0 -0.1
H 2.547 2.365 5.772 0.1 -0.2 0.0
H 2.506 1.840 3.542 0.2 -0.4 -0.5
H 1.513 2.585 1.326 -0.3 0.1 0.1
H 3.781 3.223 0.775 0.2 1.7 -0.5
H 6.024 1.787 -0.750 -0.2 -0.1 0.6
H 6.745 0.969 0.603 0.0 0.7 0.4
H 6.251 2.831 0.651 -0.2 -1.9 0.1
H 5.043 -0.781 0.940 0.9 -0.8 0.0
H -1.177 0.604 6.402 -0.3 0.1 -0.7
O -1.178 -3.184 1.681 0.1 0.6 0.1
H -1.621 -3.354 2.525 0.1 0.1 -0.1
H -0.970 -3.995 1.223 0.1 -0.6 -0.2
O 0.757 -0.150 -0.543 0.5 -1.0 -0.1
H 0.582 0.736 -0.971 -0.7 0.4 0.1
H 1.681 -0.398 -0.723 -0.2 -0.1 0.2
```
Positions in Å, forces in eV/Å.

The calculation puts the LUMO energy at -0.1185 Eh. For the electronic energy, the calculation gives -130166.896 eV. As for the orbital gap: 7.2 eV. Its net charge is +1.

Atom charges from the Mulliken analysis, given in e for atoms 1 to 99: 1.315 -1.743 1.852 0.471 -0.136 -0.466 -1.184 -0.007 -0.715 1.122 1.406 -1.711 -0.787 -0.856 -0.912 -0.592 0.825 -0.021 -0.962 -0.921 -0.667 -0.607 0.461 -1.214 -1.095 -1.191 -0.373 -0.295 2.033 1.748 -0.936 -0.543 -0.810 -0.945 -0.551 1.065 -0.490 -0.740 -0.611 -0.822 -0.098 0.775 0.013 0.563 0.473 0.426 0.280 0.462 0.844 0.423 0.425 0.501 0.576 0.119 0.462 0.425 0.462 0.225 0.472 0.484 0.357 0.911 0.259 0.375 0.416 0.382 0.147 0.160 0.462 0.405 0.493 0.201 -1.448 0.400 -1.391 0.083 0.200 0.912 -0.538 -0.322 -1.130 0.265 -1.551 -0.786 -0.223 1.550 0.130 0.251 -0.273 0.100 -0.313 0.082 -0.178 -0.281 -0.300 -0.016 -1.117 1.080 -0.238

***

(3)
Molecular formula: C37H59N5O2SSi3TeTi
Method: DFT, the ωB97M-V functional and the def2-TZVPD basis

Structure (XYZ):
```
109
Properties=species:S:1:pos:R:3:forces:R:3
Ti -1.443 1.071 -0.016 0.3 -0.3 0.2
N -2.339 -0.310 4.292 0.0 0.0 0.0
C -2.240 0.231 3.022 0.0 0.1 0.0
S -1.621 -0.808 1.772 0.0 0.2 -0.1
N -2.672 1.441 2.869 0.0 -0.1 0.0
N -2.543 1.902 1.573 0.1 -0.1 -0.1
C -3.128 3.066 1.355 0.0 0.1 0.0
C -2.956 3.671 0.102 0.1 0.1 0.0
C -3.486 4.944 -0.214 0.0 -0.1 0.0
C -3.219 5.515 -1.420 0.0 0.0 -0.1
C -2.401 4.815 -2.343 0.0 0.1 0.0
C -1.931 3.583 -1.991 0.0 0.0 0.1
N -2.185 2.979 -0.811 0.1 -0.1 0.1
H -1.677 -1.047 4.473 0.0 0.0 0.0
H -2.407 0.386 5.018 0.0 0.0 0.0
H -3.671 3.562 2.152 0.0 -0.1 0.0
H -4.096 5.446 0.527 0.0 0.0 0.0
H -3.617 6.490 -1.669 0.0 0.0 0.0
H -2.154 5.231 -3.310 0.0 0.0 0.0
H -1.316 3.018 -2.674 0.0 0.0 0.0
C 0.868 1.561 -2.447 0.0 0.0 0.0
O -0.277 0.862 -1.995 -0.1 0.1 0.2
Si -1.439 -0.016 -2.878 -0.1 0.0 0.0
C -0.474 -1.413 -3.683 0.0 0.0 0.0
C -1.926 1.002 -4.385 0.0 0.0 -0.1
C -2.640 -0.361 -1.566 0.1 0.1 0.0
Si -4.399 0.220 -1.703 0.0 0.0 0.0
C -5.495 -0.904 -2.767 -0.1 0.0 0.0
C -4.752 1.905 -2.481 -0.1 0.0 0.1
C -5.251 0.297 -0.017 0.0 0.0 0.0
Si -2.689 -2.193 -1.200 0.0 0.0 0.0
C -4.027 -2.697 0.028 0.0 -0.1 0.0
C -1.072 -2.955 -0.578 0.0 -0.1 0.0
C -3.092 -3.242 -2.742 0.0 0.0 0.0
H 1.154 1.227 -3.449 0.0 0.0 0.0
H 1.690 1.394 -1.754 0.0 0.0 0.0
H 0.677 2.636 -2.472 0.0 0.0 0.0
H 0.397 -0.978 -4.185 0.0 0.0 0.0
H -1.082 -1.896 -4.450 0.0 0.0 0.0
H -0.119 -2.178 -2.995 0.0 0.0 0.0
H -1.054 1.142 -5.031 0.0 0.0 0.0
H -2.353 1.977 -4.169 0.0 0.0 0.0
H -2.667 0.440 -4.961 0.0 0.0 0.0
H -5.177 -0.909 -3.813 0.0 0.0 0.0
H -6.514 -0.505 -2.734 0.0 0.0 0.0
H -5.532 -1.938 -2.422 0.0 0.0 0.0
H -4.320 2.070 -3.466 0.0 0.0 0.0
H -4.476 2.737 -1.836 0.0 0.0 0.0
H -5.841 1.938 -2.598 0.0 0.0 0.0
H -5.902 -0.567 0.135 0.0 0.0 0.0
H -5.870 1.197 0.042 0.0 0.0 0.0
H -4.543 0.326 0.813 0.0 0.0 0.0
H -4.014 -2.097 0.935 0.0 0.0 0.0
H -3.825 -3.736 0.311 0.0 0.0 0.0
H -5.027 -2.664 -0.408 0.0 0.0 0.0
H -1.117 -3.154 0.494 0.0 0.0 0.0
H -0.197 -2.329 -0.747 0.0 0.1 0.0
H -0.907 -3.908 -1.092 0.0 0.0 0.0
H -3.704 -2.730 -3.486 0.0 0.0 0.0
H -3.639 -4.135 -2.422 0.0 0.0 0.0
H -2.181 -3.582 -3.234 0.0 0.0 0.0
C 0.246 3.833 1.355 0.0 0.0 0.0
C 0.713 2.400 1.621 0.0 0.0 -0.2
O 1.274 2.187 2.701 0.0 -0.1 0.1
N 0.499 1.530 0.615 -0.5 0.1 0.1
Te 1.584 -0.556 1.055 -0.1 0.1 0.1
C 2.487 -1.891 2.528 0.1 0.0 0.0
C 2.257 -1.695 3.890 0.0 0.0 0.0
C 1.424 -0.569 4.449 0.0 0.0 0.0
C 2.847 -2.572 4.803 0.0 0.0 0.0
C 3.647 -3.627 4.401 0.0 0.0 0.0
C 4.254 -4.573 5.404 0.0 0.0 0.0
C 3.850 -3.811 3.038 0.0 0.0 0.0
C 3.278 -2.967 2.095 0.0 0.0 -0.1
C 3.527 -3.240 0.633 0.0 0.0 0.1
C 3.462 0.028 0.230 0.0 0.0 0.1
C 4.427 0.681 1.012 0.0 0.0 0.0
C 4.222 0.977 2.472 0.0 0.0 0.0
C 5.636 1.046 0.423 0.0 0.0 0.0
C 5.915 0.783 -0.909 0.0 0.0 0.0
C 7.219 1.208 -1.532 0.0 0.0 0.0
C 4.956 0.119 -1.659 0.0 0.0 0.0
C 3.736 -0.271 -1.113 0.0 0.0 0.0
C 2.802 -1.061 -1.998 0.0 0.0 0.0
H 1.077 4.499 1.589 0.0 0.0 0.0
H -0.571 4.061 2.041 0.0 0.0 0.0
H -0.084 3.995 0.331 0.0 0.0 0.0
H 0.784 -0.092 3.710 0.0 0.0 0.0
H 2.066 0.221 4.846 0.0 0.0 0.0
H 0.809 -0.936 5.273 0.0 0.0 0.0
H 2.667 -2.414 5.863 0.0 0.0 0.0
H 4.232 -4.149 6.408 0.0 0.0 0.0
H 5.290 -4.803 5.153 0.0 0.0 0.0
H 3.707 -5.518 5.430 0.0 0.0 0.0
H 4.463 -4.641 2.698 0.0 0.0 0.0
H 3.955 -4.233 0.495 0.0 0.0 0.0
H 4.218 -2.508 0.207 0.0 0.0 0.0
H 2.599 -3.181 0.060 0.0 0.0 0.0
H 3.229 1.388 2.664 0.0 0.0 0.0
H 4.973 1.684 2.825 0.0 0.0 0.0
H 4.318 0.061 3.061 0.0 0.0 0.0
H 6.377 1.557 1.029 0.0 0.0 0.0
H 7.895 1.623 -0.784 0.0 0.0 0.0
H 7.057 1.971 -2.297 0.0 0.0 0.0
H 7.720 0.366 -2.013 0.0 0.0 0.0
H 5.157 -0.108 -2.702 0.0 0.0 0.0
H 2.964 -0.803 -3.045 0.0 0.0 0.0
H 1.752 -0.897 -1.767 0.0 0.0 0.0
H 2.993 -2.133 -1.889 0.0 0.1 0.0
```
Positions in Å, forces in eV/Å.

As for the multiplicity: 4. The calculation puts the LUMO energy (spin up / spin down) at 0.0842 / 0.0737 Eh. For the electronic energy, the calculation gives -115755.730 eV. As for the orbital gap (spin up / spin down): 5.6 / 6.9 eV. Its net charge is -1. For the energy above the lowest of the compared OMol25 structures with the same formula, charge and spin, the calculation gives 0.0 kcal per mole.

Atom charges from the Mulliken analysis, given in e for atoms 1 to 99: -1.182 -0.547 0.290 -0.575 -1.810 1.994 -1.758 1.372 -0.886 -0.874 -1.017 -0.951 2.286 0.243 0.279 0.206 0.478 0.371 0.470 0.016 -1.149 0.205 0.181 -1.272 -1.488 2.039 0.829 -1.382 -1.307 -1.196 0.508 -1.075 -0.802 -1.615 0.394 -0.016 0.355 0.319 0.377 0.290 0.324 0.329 0.353 0.300 0.384 0.372 0.289 0.331 0.493 0.455 0.423 -0.025 0.218 0.400 0.285 0.461 -0.390 0.558 0.353 0.396 0.449 -1.411 0.461 -0.648 0.942 0.346 -0.634 1.449 -1.627 -0.765 0.738 -1.625 -0.898 1.051 -1.202 0.197 0.555 -1.197 -0.891 0.579 -1.663 -0.957 1.420 -1.072 0.459 0.256 0.186 -0.284 0.276 0.532 0.361 0.356 0.374 0.306 0.365 0.359 0.297 -0.062 -0.050